Entry 1:
Molecular formula: C68H66F3Li2N12O11
Method: DFT, the ωB97M-V functional and the def2-TZVPD basis

Geometry as XYZ:
```
162
Properties=species:S:1:pos:R:3:forces:R:3
Li 0.5496 0.2849 4.3722 -0.6 -0.4 -0.5
Li 2.1384 0.6861 1.9932 -0.7 0.0 -0.1
C 2.4969 1.7531 4.8263 0.3 -1.3 -0.4
O 1.5817 1.7181 5.6327 -3.2 0.5 3.1
O 2.4716 0.8999 3.9344 0.6 -1.3 -2.9
O 3.3702 2.5712 5.0712 2.2 2.1 0.0
C -0.4296 -0.5610 1.1571 3.2 2.4 1.8
O 0.3959 -0.1209 0.0419 -0.4 -1.2 -1.3
O 0.1411 0.2090 2.2115 -2.1 -1.4 -0.7
C -1.9530 -0.5081 0.8190 1.5 1.9 0.1
F -2.5235 0.7258 0.7693 0.5 -0.2 0.1
F -2.1473 -1.0623 -0.3643 -0.4 -0.5 -1.0
F -2.6276 -1.1920 1.7058 -0.9 -0.9 1.2
C 0.7448 -1.1196 -0.9413 -0.4 -0.2 -0.2
C 1.6736 -0.6199 -2.0178 0.2 0.9 0.8
H 1.0996 0.1057 -2.5941 0.4 -0.1 -0.6
H 2.5491 -0.1099 -1.6159 0.1 0.1 0.2
H 2.0517 -1.4904 -2.5539 -0.3 0.2 -0.5
H -0.1162 -1.4392 -1.5283 -0.5 -0.2 0.4
H 1.1917 -2.0258 -0.5325 -0.1 0.0 0.8
H -0.2463 -1.6169 1.3560 0.0 -0.6 -0.3
C 6.7871 -1.5842 -4.0023 0.8 -0.5 -1.1
C 7.4343 -2.3939 -4.9565 -0.3 -0.3 0.6
C 6.7163 -3.3747 -5.6303 0.4 -0.9 0.2
C 5.3731 -3.5935 -5.3756 0.0 1.9 -0.2
C 4.7017 -2.6636 -4.5732 0.0 0.3 0.7
C 5.4229 -1.6458 -3.8847 -0.3 -1.4 -0.2
N 4.6230 -4.6584 -6.0877 -0.8 -0.9 0.5
O 3.4945 -4.8592 -5.6132 1.4 0.0 -1.1
O 5.1390 -5.2984 -7.0109 -0.7 1.3 1.5
H 7.3259 -0.9344 -3.3286 0.3 0.2 -0.3
H 8.5061 -2.3731 -5.0874 0.0 0.2 0.0
H 7.2016 -4.1319 -6.2283 0.3 0.3 -0.3
H 3.6386 -2.7694 -4.4151 -0.1 0.0 -0.1
H 5.0473 -0.9783 -3.1232 -1.0 -0.2 -0.2
C 0.9517 -4.1349 -3.3464 0.0 -0.6 0.0
C 1.9027 -4.5349 -2.4163 -0.7 0.1 0.8
C 1.5222 -4.8412 -1.1017 -0.6 0.6 -0.1
C 0.1559 -4.7845 -0.7325 0.3 -0.1 -1.1
C -0.8209 -4.4624 -1.7131 0.9 -0.1 -0.2
C -0.4019 -4.1186 -3.0180 0.5 0.0 1.1
N -0.2532 -5.1658 0.6627 0.8 -0.3 0.3
O -1.4343 -5.2090 0.9281 0.1 0.2 -0.3
O 0.6319 -5.4520 1.4813 -0.6 0.5 -1.2
H 1.2723 -3.9460 -4.3603 -0.1 0.2 -0.2
H 2.9462 -4.5864 -2.6898 0.1 0.0 0.0
H 2.3198 -5.0230 -0.3966 -0.3 -0.3 0.3
H -1.8848 -4.5109 -1.5337 0.1 0.1 0.5
H -1.1024 -3.8023 -3.7767 -0.2 -0.1 0.1
C -1.4550 3.2171 2.6634 -0.1 1.6 0.6
C -0.2084 3.7749 2.9887 -1.0 -3.5 -0.8
C 0.0419 5.0720 2.7813 1.6 2.5 0.6
C -0.9462 5.9308 2.4145 -1.1 0.2 -1.3
C -2.2064 5.4047 2.0916 0.1 3.2 -0.2
C -2.4666 4.1077 2.2274 0.5 -3.6 0.2
N -0.6278 7.3572 2.1380 0.2 1.8 1.5
O 0.4195 7.8437 2.6593 -2.2 -1.4 -1.6
O -1.4756 8.0477 1.5512 1.5 -1.3 0.6
H -1.6549 2.1718 2.8472 0.2 0.0 -0.4
H 0.5761 3.0540 3.1657 0.3 0.2 0.5
H 1.0132 5.5142 2.9469 0.2 -0.2 0.1
H -3.0004 6.0498 1.7457 0.1 0.3 -0.1
H -3.3919 3.6687 1.8848 -0.4 0.2 0.2
N -1.6611 0.5802 5.5217 -0.7 1.2 -0.4
C -2.7504 0.8994 4.7393 1.2 1.2 1.4
C -3.5964 1.9459 5.0989 0.6 0.2 1.2
C -3.3333 2.6151 6.3103 -0.3 0.2 0.5
C -2.2596 2.3203 7.1410 0.1 -1.5 -1.3
C -1.4401 1.3026 6.6596 -0.5 -1.3 -0.9
H -2.8529 0.4472 3.7639 0.2 -0.5 0.1
H -4.4495 2.2920 4.5344 0.0 -0.3 -0.3
H -4.0044 3.3736 6.6855 -0.3 0.2 -0.4
H -2.0681 2.6763 8.1425 -0.2 0.6 -0.2
H -0.6014 0.9447 7.2382 0.2 0.1 0.0
N 1.9935 2.4905 -6.6186 1.4 -0.6 0.4
C 3.0023 1.6100 -6.6515 0.2 -0.3 -1.0
C 3.6899 1.0214 -5.5872 -1.8 1.1 0.1
C 3.2942 1.4667 -4.3198 -0.7 0.7 -0.7
C 2.2753 2.4799 -4.2010 1.0 -1.6 -1.4
C 1.6622 2.9239 -5.4135 0.4 0.0 1.2
H 3.3065 1.3635 -7.6581 0.0 -0.3 -0.2
H 4.3486 0.1936 -5.8043 0.4 0.2 0.3
H 3.8094 1.0185 -3.4831 -0.3 0.3 0.5
H 1.9894 2.7385 -3.1921 -0.2 0.5 -0.2
H 0.9101 3.6905 -5.5274 -0.3 0.1 1.0
N 2.3113 2.4236 0.6660 0.4 0.1 -0.3
C 1.5718 2.8297 -0.3680 0.5 1.1 -0.6
C 1.4983 4.2130 -0.7961 -0.5 -2.0 0.1
C 2.1813 5.1279 -0.0769 0.4 0.7 0.9
C 2.9112 4.6860 1.0000 1.4 0.0 1.3
C 3.0275 3.3519 1.3116 -0.7 0.1 -0.4
H 1.1925 1.9768 -0.9113 -0.8 0.3 -0.2
H 0.9011 4.6702 -1.5712 -0.3 -1.0 -0.5
H 2.1328 6.1802 -0.3150 0.0 0.1 0.0
H 3.4549 5.3162 1.6882 0.1 0.6 -0.3
H 3.7058 3.0150 2.0815 -0.1 0.0 0.3
N 3.3264 -0.8682 1.4074 1.0 -2.3 -0.4
C 4.4111 -0.8299 0.5421 -2.9 1.3 1.8
C 5.1107 -1.9031 0.1337 0.0 -1.9 0.2
C 4.7029 -3.1693 0.6400 -0.3 -0.3 -0.1
C 3.6043 -3.2886 1.4841 0.3 1.2 -0.1
C 2.9656 -2.1226 1.8615 0.9 2.5 -0.3
H 4.6523 0.1656 0.1997 0.1 0.1 -0.1
H 5.8977 -1.6733 -0.5693 0.3 -0.8 0.1
H 5.1431 -4.1367 0.4483 0.7 0.3 -0.6
H 3.2254 -4.1890 1.9446 0.3 -0.4 -0.3
H 2.2409 -2.1587 2.6615 -0.5 0.2 -0.2
N 0.1783 -2.3637 -6.3883 0.1 1.5 0.3
C -0.9749 -2.2164 -7.0857 -0.4 0.5 2.5
C -1.8361 -1.1543 -6.8229 1.0 1.4 -0.6
C -1.4107 -0.0672 -6.0093 -1.3 -1.2 -0.6
C -0.2010 -0.1389 -5.3795 0.0 -0.9 -0.4
C 0.5394 -1.3080 -5.5928 -0.3 -0.4 -0.8
H -1.4368 -3.0322 -7.6218 0.8 -0.4 -0.4
H -2.7108 -1.0933 -7.4535 -0.4 0.1 0.4
H -2.0668 0.7614 -5.7872 -0.2 0.1 -0.3
H 0.1175 0.6859 -4.7592 0.4 -0.2 0.1
H 1.5013 -1.3125 -5.1019 0.2 -0.7 0.0
N -5.6781 2.2867 1.1222 0.2 -0.5 1.0
C -5.2969 1.8084 -0.0859 -0.4 -0.1 1.7
C -5.8022 0.6255 -0.5433 -1.8 -1.5 0.5
C -6.7555 -0.0566 0.2802 0.5 -0.4 0.0
C -7.1118 0.3819 1.5323 0.9 1.7 0.0
C -6.4952 1.5756 1.9350 0.5 0.4 -1.4
H -4.4422 2.2998 -0.5268 -0.3 0.4 -0.5
H -5.5764 0.1858 -1.5035 0.4 0.1 0.0
H -7.1486 -1.0529 0.1414 0.1 -0.1 -1.3
H -7.8105 -0.1174 2.1871 0.1 -0.3 -0.1
H -6.6255 1.9333 2.9457 -0.1 0.4 0.0
N -1.8726 4.2883 -1.5286 -0.8 2.1 0.2
C -1.6772 2.9826 -1.5931 -0.3 0.0 -3.3
C -1.6754 2.3883 -2.8791 -0.6 0.9 -0.9
C -1.9128 3.1826 -4.0492 -0.1 -0.2 1.8
C -2.1319 4.5607 -3.9360 0.6 0.0 2.0
C -2.1358 5.1130 -2.6083 1.3 -3.3 -0.3
H -1.5502 2.3293 -0.7425 0.2 0.5 0.5
H -1.5607 1.3199 -2.9871 0.1 -0.2 0.0
H -2.0119 2.7367 -5.0278 0.3 -0.2 0.0
H -2.1508 5.1567 -4.8365 -0.5 0.2 0.1
H -2.2261 6.1651 -2.3815 -0.2 0.0 -0.1
N 0.7409 -1.7874 5.0375 0.4 -1.4 0.9
C 1.6008 -2.1019 6.0588 0.7 0.0 -1.7
C 2.1207 -3.3797 6.2554 -0.1 0.0 -0.2
C 1.6286 -4.4428 5.5014 0.6 0.7 1.2
C 0.6569 -4.1766 4.5954 -1.1 0.3 -0.6
C 0.2559 -2.8437 4.3525 0.2 -0.1 0.9
H 2.0707 -1.2625 6.5498 -0.3 0.2 0.3
H 2.9393 -3.5986 6.9251 -0.1 0.4 0.4
H 1.9639 -5.4464 5.7177 0.0 -0.1 -0.2
H 0.1899 -5.0490 4.1628 -0.3 0.4 -0.7
H -0.5397 -2.6182 3.6578 0.1 0.0 -0.3
N -6.2094 -0.7079 4.7641 -0.4 0.2 -1.6
C -7.4073 -1.2573 5.0644 1.1 -1.8 -0.9
C -7.7226 -2.6538 4.8329 2.0 2.4 0.0
C -6.6499 -3.4056 4.3469 -0.3 0.3 -0.4
C -5.4370 -2.7945 3.9238 -0.9 0.9 -0.2
C -5.2981 -1.3976 3.9924 -1.8 -1.9 2.9
H -8.1642 -0.6151 5.4900 0.1 0.2 0.3
H -8.7031 -3.0270 5.0897 0.1 -0.2 -0.1
H -6.8418 -4.4598 4.2115 0.4 -0.2 0.0
H -4.5871 -3.3108 3.5025 -0.3 -0.6 -0.1
H -4.3385 -1.0006 3.6958 -0.3 0.7 0.0
```
Forces are in eV/Å.

Summary:
- 2S+1 = 2
- highest occupied orbital energy (alpha / beta) (eV) = -8.73 / -8.72
- charge = 0

=====

Entry 2:
Molecular formula: C68H70N10O24
Method: DFT, the ωB97M-V functional and the def2-TZVPD basis

Geometry as XYZ:
```
172
Properties=species:S:1:pos:R:3:forces:R:3
C 1.9776 -3.1581 -4.9431 0.4 0.4 0.7
C 1.9805 -3.7179 -3.6674 -0.2 1.0 0.1
C 3.1640 -4.0742 -3.0561 1.0 -0.4 -0.6
C 4.3512 -3.9785 -3.7998 -0.4 -0.1 0.2
C 4.3795 -3.4446 -5.0758 -0.4 -0.8 -0.5
C 3.1746 -3.0446 -5.6329 -0.2 0.5 -0.2
N 5.6110 -4.4572 -3.1913 -0.1 0.7 0.0
O 6.6599 -4.0639 -3.6773 -0.2 -0.2 0.0
O 5.5221 -5.1624 -2.2106 0.1 -0.2 0.1
H 1.0895 -2.6302 -5.2663 -0.1 -0.4 -0.4
H 1.0965 -3.7217 -3.0406 0.1 0.0 -0.5
H 3.1784 -4.4063 -2.0265 0.0 -0.1 -0.3
H 5.2427 -3.4560 -5.7256 0.3 0.2 0.5
H 3.1955 -2.5185 -6.5773 -0.1 -0.2 -0.1
C -1.3179 1.6932 7.2768 0.6 -0.1 0.2
C -2.2484 0.7657 7.7092 -0.6 0.3 -0.4
C -2.7335 -0.1845 6.8229 -0.2 -1.1 0.4
C -2.2868 -0.2576 5.5163 0.3 1.5 0.7
C -1.3644 0.7030 5.1031 0.6 -1.0 -0.9
C -0.8438 1.6374 5.9749 -0.5 0.2 0.1
N -2.7163 -1.3458 4.6312 1.4 -0.3 1.0
O -2.4967 -1.2376 3.4475 -0.4 0.3 -0.4
O -3.0769 -2.3649 5.1920 -0.6 0.0 -0.3
H -0.8389 2.3723 7.9717 -0.3 0.2 0.0
H -2.7164 0.8217 8.6823 0.4 -0.1 0.2
H -3.3733 -0.9656 7.2156 -0.3 0.1 -0.2
H -0.9150 0.5986 4.1208 -0.2 0.2 -0.1
H -0.1176 2.3600 5.6290 0.1 -0.1 -0.1
C -3.7888 -1.9428 -4.3192 0.1 -0.6 0.2
C -3.8895 -1.4576 -5.6097 0.0 0.9 0.0
C -3.2274 -0.2768 -5.9470 0.3 0.2 0.3
C -2.4456 0.3508 -4.9789 -0.5 -0.9 0.1
C -2.3513 -0.1439 -3.6837 0.0 1.1 -0.1
C -3.0055 -1.3042 -3.3629 -0.2 -0.3 0.0
N -1.7855 1.6048 -5.3114 -0.3 0.5 -0.6
O -1.3408 1.7272 -6.4396 0.0 -0.1 0.3
O -1.7880 2.4834 -4.4723 0.3 0.0 0.3
H -4.3548 -2.8287 -4.0608 0.0 0.0 0.1
H -4.5712 -1.9104 -6.3153 0.1 -0.1 0.0
H -3.3753 0.2256 -6.8922 0.2 -0.2 -0.2
H -1.9268 0.4673 -2.8952 0.5 -0.2 -0.1
H -2.9123 -1.6445 -2.3388 -0.2 -0.2 0.0
C 0.3664 5.3413 -1.6070 -0.6 -0.7 -0.2
C 0.4065 3.9557 -1.5170 0.3 0.5 0.5
C 0.3262 3.3697 -0.2618 0.3 -1.7 -0.3
C 0.1106 4.0950 0.8831 -0.4 1.3 -0.7
C -0.0836 5.4737 0.7615 0.5 0.1 0.7
C 0.0766 6.0898 -0.4725 -0.2 0.0 -0.3
N 0.0136 3.4486 2.1928 0.4 -0.1 -0.2
O 0.5754 2.3756 2.3154 0.0 -0.4 0.0
O -0.5796 4.0027 3.0921 -0.2 0.3 0.0
H 0.4443 5.7858 -2.5903 0.0 0.3 0.1
H 0.5238 3.3350 -2.3936 0.1 -0.1 0.0
H 0.4546 2.2924 -0.2326 -0.2 0.0 0.2
H -0.2349 6.0442 1.6688 -0.3 0.1 -0.1
H -0.1238 7.1399 -0.6385 0.2 0.1 0.5
C -3.4944 -4.9952 1.3165 -1.5 0.6 0.2
C -3.7492 -3.6964 1.7666 0.6 -0.2 -0.1
C -4.4851 -2.8302 0.9719 -1.8 0.0 0.1
C -5.0879 -3.2793 -0.1980 1.0 -0.5 -0.8
C -4.8635 -4.5664 -0.6792 0.3 0.7 0.5
C -4.1323 -5.3868 0.1507 0.8 -1.4 -0.6
N -5.7865 -2.3236 -1.0908 0.5 -0.6 0.2
O -5.7802 -1.1573 -0.7875 -0.2 0.5 0.1
O -6.2531 -2.7874 -2.1111 -0.3 0.1 -0.2
H -3.0336 -5.7456 1.9422 0.4 0.2 0.0
H -3.3616 -3.3625 2.7171 0.0 0.1 0.0
H -4.9150 -1.8942 1.3148 0.8 0.3 0.2
H -5.1280 -4.9273 -1.6600 -0.5 0.2 0.1
H -3.9970 -6.4062 -0.1981 0.1 0.0 0.1
C 3.9108 1.4342 -0.0138 -0.6 0.6 -0.4
C 4.8481 1.4188 -1.0418 0.0 0.2 0.6
C 6.1392 1.8404 -0.7685 0.7 -0.5 0.1
C 6.4887 2.2642 0.5053 -0.7 -0.4 0.2
C 5.5449 2.3077 1.5279 0.0 -0.4 -0.1
C 4.2525 1.8706 1.2563 0.6 0.4 0.1
N 7.8996 2.5747 0.7833 -0.1 0.5 -0.4
O 8.6969 2.4243 -0.1207 0.1 -0.2 -0.1
O 8.1857 3.0134 1.8725 -0.1 0.0 0.5
H 2.8674 1.2486 -0.2444 0.1 -0.4 0.1
H 4.5849 1.0796 -2.0328 0.0 0.0 0.0
H 6.9394 1.7050 -1.4819 -0.2 0.3 -0.1
H 5.7843 2.6024 2.5395 0.3 0.2 -0.1
H 3.5453 1.9276 2.0695 -0.3 -0.1 -0.2
C 1.8857 0.0295 7.0762 -0.3 1.0 0.5
C 2.5033 0.8508 6.1298 -0.1 -0.7 -0.5
C 2.5455 0.4217 4.8232 0.3 -0.8 -1.2
C 1.9853 -0.8126 4.4632 0.1 0.7 0.7
C 1.3704 -1.5914 5.4101 -1.1 -0.7 0.8
C 1.2530 -1.1563 6.7356 1.3 0.1 -0.7
N 1.9331 -1.1924 3.0564 -0.8 -0.1 -1.9
O 1.0693 -1.9651 2.6637 -0.1 -0.4 1.3
O 2.6533 -0.6515 2.2378 0.9 0.6 0.8
H 1.8429 0.4494 8.0749 -0.1 -0.4 0.2
H 2.9484 1.8085 6.3550 0.0 0.0 0.4
H 3.0487 0.9361 4.0151 -0.1 0.4 0.2
H 0.8894 -2.5373 5.1960 0.2 0.0 -0.5
H 0.7999 -1.8145 7.4610 -0.1 0.2 0.1
C 7.7551 0.3055 -3.3923 -0.4 0.8 -0.1
C 7.7031 1.3001 -4.3716 0.5 -0.4 0.7
C 6.6445 1.3497 -5.2499 0.6 0.1 -1.2
C 5.6151 0.4350 -5.1576 0.8 0.2 0.8
C 5.6118 -0.4678 -4.1147 -1.3 -0.5 0.3
C 6.6724 -0.5416 -3.2364 0.8 -0.1 0.1
N 4.5211 0.5165 -6.1076 -0.5 0.6 -0.3
O 4.6558 1.2739 -7.0450 0.2 0.0 -0.2
O 3.5081 -0.1199 -5.9078 -0.1 -0.4 0.4
H 8.5500 0.2882 -2.6578 0.2 -0.1 -0.2
H 8.5023 2.0282 -4.4004 0.0 0.0 -0.3
H 6.7114 1.9965 -6.1138 -0.3 0.3 0.2
H 4.7072 -1.0364 -3.9330 0.2 -0.3 -0.2
H 6.7407 -1.2255 -2.4010 -0.5 -0.2 -0.1
C -3.5025 3.2689 -1.0570 0.3 -0.8 -0.4
C -4.7320 2.6296 -1.1850 0.3 0.3 0.4
C -5.8418 3.2038 -0.6029 -0.6 0.3 0.2
C -5.7315 4.4424 0.0501 0.7 -0.2 -0.3
C -4.5018 5.0914 0.1374 -0.6 -0.3 0.0
C -3.3835 4.4512 -0.3695 -0.1 1.0 -0.3
N -6.8873 5.0921 0.6953 -0.2 -1.0 0.3
O -6.6697 6.0412 1.4203 0.0 0.3 -0.2
O -7.9739 4.5604 0.5561 0.1 0.2 -0.2
H -2.6172 2.8504 -1.5230 0.0 -0.1 0.0
H -4.8634 1.6809 -1.6873 0.2 0.0 -0.1
H -6.7643 2.6495 -0.7104 -0.3 0.4 0.3
H -4.4480 6.0962 0.5292 0.0 -0.1 0.3
H -2.4497 4.9971 -0.3684 0.1 -0.2 0.1
C -3.5731 3.3447 4.3916 -1.4 -0.6 -1.0
C -3.4319 2.3526 3.4127 0.6 0.1 1.3
C -4.5312 1.7152 2.8673 -0.1 0.4 -1.0
C -5.8092 2.1809 3.1406 0.4 0.8 0.6
C -5.9970 3.2406 4.0318 0.2 -0.4 -0.2
C -4.8767 3.7677 4.6597 0.7 0.5 0.4
N -6.9664 1.5338 2.4982 0.4 -0.5 0.6
O -6.7374 0.7768 1.5783 0.0 0.0 -0.4
O -8.0502 1.7067 3.0027 -0.4 0.3 0.0
H -2.7248 3.7941 4.8845 0.1 0.0 0.0
H -2.4150 2.0280 3.2435 -0.2 -0.2 -0.6
H -4.4203 0.9768 2.0841 0.1 -0.2 0.2
H -6.9721 3.6650 4.2189 -0.1 -0.2 0.0
H -4.9622 4.5738 5.3784 -0.4 0.0 0.0
C 3.7459 -3.1312 0.3105 0.7 -0.1 -0.8
O 3.0345 -4.2643 -0.1353 -0.5 -0.2 0.4
C 1.7220 -4.2927 0.3935 -0.1 0.5 0.6
C 0.8667 -5.3398 -0.2397 0.4 -0.7 -1.1
O 0.7637 -5.0700 -1.6366 0.2 -1.0 0.5
C -0.0547 -6.0368 -2.2763 -1.5 1.3 -0.1
H 4.7383 -3.2135 -0.1391 0.1 -0.1 0.2
H 3.8562 -3.1072 1.3967 -0.2 0.2 0.0
H 3.3351 -2.2047 -0.1052 -0.3 0.0 0.5
H 1.2492 -3.3115 0.2728 0.0 0.0 0.0
H 1.7778 -4.4928 1.4702 -0.1 0.1 0.1
H -0.1434 -5.4030 0.1789 0.1 0.2 0.4
H 1.3465 -6.3235 -0.1481 -0.1 0.0 0.3
H -1.0750 -5.6560 -2.1250 -0.3 -0.4 0.0
H -0.0460 -7.0581 -1.8935 0.7 0.0 0.1
H 0.0624 -5.9957 -3.3577 0.6 -0.1 0.0
C 1.6975 0.4028 -3.2025 0.9 0.9 -0.5
O 1.0084 0.5366 -1.9820 0.2 -0.8 -0.4
C 0.7847 -0.7705 -1.4361 -0.9 1.2 0.3
C -0.0075 -0.5619 -0.1585 -0.3 -1.7 -0.3
O -1.1974 0.1142 -0.4677 0.2 0.7 -0.9
C -2.0478 0.3426 0.6066 -0.3 -0.3 1.1
H 2.7419 0.1423 -2.9893 -0.1 -0.5 -0.2
H 1.7810 1.3492 -3.7470 -0.3 0.3 0.5
H 1.2470 -0.2608 -3.9466 -0.1 -0.4 0.4
H 1.6902 -1.3489 -1.2263 0.2 0.3 -0.1
H 0.1857 -1.3352 -2.1575 -0.1 -0.1 0.0
H 0.5731 -0.1345 0.6645 0.0 0.5 -0.1
H -0.2703 -1.5862 0.1509 0.1 0.0 0.4
H -2.7853 1.1181 0.3962 0.3 0.1 -0.4
H -1.4635 0.6461 1.4865 -0.1 0.0 0.1
H -2.6197 -0.5568 0.8755 0.2 -0.1 0.0
```
Forces are in eV/Å.

Summary:
- highest occupied orbital energy (eV) = -9.58
- charge = 0

=====

> charge of number 2 (C68H70N10O24)?

0